13
Properties=species:S:1:pos:R:3:forces:R:3 method="wB97M-V/def2-TZVPD" e_above_lowest_kcal_mol=108.7 orbital_gap_ev="8.87 / 8.87" e_tot_ha=-323.6078 lumo_energy_ev="-0.225 / -0.225"
N -1.39182 -0.90648 -1.36577 -0.1 0.1 0.1
C -0.99421 0.19197 -0.52831 0.2 -0.2 0.1
O -1.35860 1.45203 -0.82874 1.3 0.1 0.8
C 0.39109 0.66868 -0.48239 -0.2 0.4 0.2
C 1.26270 0.33052 0.70178 -0.2 0.5 -0.2
O 0.73177 -0.76893 1.41088 0.1 0.1 0.2
H -0.74936 -1.66727 -1.14745 -0.3 -0.1 -0.2
H -2.31810 -1.17675 -1.04189 0.1 -0.2 -0.3
H -1.16005 0.00986 0.54733 -0.4 -0.4 0.0
H 0.81289 1.35563 -1.19930 -0.1 -0.5 -0.6
H 2.25474 0.05167 0.28046 -0.5 0.2 -0.1
H 1.44142 1.19667 1.34530 0.0 0.0 0.1
H 1.07753 -0.73760 2.30808 -0.1 -0.1 0.0